ORCA calculation (ωB97M-V/def2-TZVPD) on a cluster of 8 separate species, C28H61FNO9S7 in total in a non-equilibrium geometry.

Results
HOMO level, eV: -10.17
Charge: +1
E_LUMO, Ha: -0.054
Kohn-Sham gap, Eh: 0.31951
F_max, eV Å⁻¹: 1.319
Relative energy (zero: lowest compared OMol25 entry of this formula, charge and spin), kcal/mol: 5.4

```
107
Properties=species:S:1:pos:R:3:forces:R:3
S -0.152 5.437 1.832 -0.1 0.1 -0.1
S 6.264 -8.056 1.297 0.1 -0.1 0.0
S -7.497 -2.788 -2.324 -0.5 0.0 -0.2
S -5.643 1.333 -2.465 0.2 -0.1 0.1
S -2.807 -3.370 -1.815 -0.3 0.2 0.0
S 4.204 -2.502 0.108 0.2 -0.2 0.4
S 0.352 5.980 6.629 0.1 -0.1 0.0
F -1.007 3.725 -1.392 0.7 0.6 0.0
O 5.807 -6.706 0.855 0.0 0.1 0.1
O 1.152 4.918 2.328 0.0 -0.1 0.0
O -2.537 2.368 -0.635 -0.5 0.1 1.2
O -0.230 7.292 6.243 -0.1 0.0 0.0
O -1.657 -4.005 -1.105 0.2 0.0 0.0
O 3.737 -1.879 -1.176 -0.1 0.2 -0.3
O -0.685 -0.474 -2.452 -0.5 -0.4 -0.1
O -6.337 -2.427 -1.461 -0.4 0.1 0.1
O -5.422 1.718 -3.885 0.0 0.0 0.0
N 1.992 0.238 -2.899 -0.2 -0.3 -0.9
C 4.831 2.392 -0.420 -0.1 -0.2 -0.3
C -0.836 5.173 7.711 0.0 0.0 0.1
C -0.756 6.616 3.041 0.0 0.0 0.0
C -3.575 -2.220 -0.673 0.1 0.2 0.0
C 3.811 3.048 -2.959 0.0 -0.2 0.2
C -1.384 4.176 2.179 0.0 -0.1 0.1
C 0.859 1.086 -3.380 -0.1 0.4 0.4
C 4.881 -8.823 2.144 -0.1 0.0 0.1
C 4.381 1.398 -1.289 0.0 0.4 0.2
C 1.566 -1.174 -3.099 -0.6 -0.9 0.1
C -7.403 1.089 -2.238 -0.2 0.1 0.0
C -0.276 0.854 -2.382 0.3 0.7 -0.4
C 3.874 1.723 -2.539 0.1 0.1 -0.2
C 4.210 -4.273 -0.110 -0.2 0.0 -0.1
C -7.743 -4.559 -2.161 0.0 -0.1 0.0
C 5.348 2.021 0.942 -0.5 0.0 -0.2
C -1.740 2.628 -1.457 -0.6 -1.0 -0.6
C -1.480 1.770 -2.647 0.8 0.2 -0.3
C 4.751 3.715 -0.850 0.0 0.1 -0.1
C 4.258 4.051 -2.105 -0.1 -0.4 0.1
C -8.988 -2.314 -1.439 0.0 0.0 0.1
C 0.371 -1.371 -2.178 0.8 0.3 0.9
C 1.580 6.296 7.900 0.1 0.0 0.1
C -4.151 -4.557 -1.823 0.0 -0.2 -0.1
C 7.278 -7.813 2.757 0.0 0.0 0.1
C 3.351 0.613 -3.406 0.4 0.3 0.0
C 5.986 -2.312 0.148 0.1 0.1 -0.1
C -5.482 2.831 -1.491 -0.3 0.1 0.0
H -7.804 -4.824 -1.106 0.0 0.0 0.0
H -2.345 1.149 -2.840 -0.2 0.0 -0.1
H -6.892 -5.058 -2.618 -0.1 0.0 0.0
H -1.117 5.850 8.517 0.0 0.0 0.0
H -7.686 0.209 -2.811 0.1 0.0 -0.1
H -8.656 -4.847 -2.681 0.0 0.0 0.0
H 3.179 -4.610 -0.202 0.0 0.1 0.0
H -1.766 6.925 2.770 0.0 0.0 0.0
H -5.045 -4.081 -2.226 0.3 0.0 0.1
H 7.532 -8.782 3.186 0.0 0.0 0.0
H -3.801 -2.731 0.262 0.0 -0.1 0.0
H -0.750 6.171 4.034 0.0 0.0 0.0
H -2.871 -1.410 -0.491 0.1 0.0 0.0
H -0.098 7.482 3.032 0.0 0.0 0.0
H -9.860 -2.675 -1.984 0.0 0.0 0.0
H 5.270 0.945 1.070 0.2 -0.1 0.1
H -9.018 -1.229 -1.383 0.0 0.0 0.0
H 4.698 2.469 1.690 0.1 0.2 0.2
H -1.252 2.431 -3.480 -0.2 -0.1 -0.3
H 8.187 -7.300 2.452 0.0 0.0 -0.1
H 3.402 3.254 -3.939 0.1 0.3 -0.1
H -6.114 3.626 -1.886 -0.1 -0.1 -0.1
H 1.944 5.347 8.296 0.0 0.0 0.0
H 1.138 6.897 8.694 0.0 0.0 0.0
H -4.330 -4.912 -0.808 0.0 0.0 0.0
H 2.370 -1.851 -2.837 0.1 0.1 0.3
H 2.403 6.839 7.441 0.0 0.0 0.0
H -1.327 3.894 3.231 0.0 0.0 0.0
H 0.152 1.120 -1.402 -0.1 -0.4 0.3
H 4.401 0.358 -0.996 0.1 -0.2 0.1
H 1.171 2.125 -3.417 0.1 0.1 0.2
H -7.957 1.956 -2.600 0.1 0.0 0.0
H 5.073 4.507 -0.189 0.0 0.1 0.1
H 6.737 -7.204 3.482 0.0 0.0 0.0
H 4.200 5.087 -2.397 0.0 0.1 -0.1
H 0.026 -2.398 -2.148 -0.3 0.0 -0.2
H 4.669 -4.742 0.758 0.0 0.0 0.0
H 4.105 -9.021 1.408 0.0 0.0 0.0
H 3.315 0.930 -4.444 -0.4 -0.1 -0.2
H -0.396 4.260 8.114 0.0 0.0 0.0
H 4.764 -4.533 -1.011 0.0 0.0 0.0
H 3.979 -0.268 -3.335 0.0 -0.2 0.1
H -3.859 -5.390 -2.458 0.1 0.0 0.0
H 6.381 -2.845 1.011 0.0 0.0 0.0
H -1.713 4.924 7.118 0.0 0.0 0.0
H -7.608 0.920 -1.181 0.1 0.0 0.0
H 4.499 -8.147 2.910 0.0 0.0 0.0
H -8.965 -2.733 -0.434 0.1 0.0 0.0
H 0.736 -1.130 -1.168 0.0 -0.3 0.2
H 5.207 -9.762 2.591 0.0 0.0 0.0
H -2.376 4.561 1.940 0.0 0.0 0.0
H 6.216 -1.251 0.238 0.0 0.0 0.0
H -4.486 -1.820 -1.122 0.2 -0.1 0.1
H 6.372 2.341 1.095 0.1 0.1 0.1
H -4.443 3.122 -1.555 0.0 0.1 0.0
H -1.172 3.313 1.554 0.0 0.0 0.0
H -5.737 2.621 -0.452 0.1 0.0 0.0
H 1.260 -1.386 -4.120 0.2 0.5 -0.3
H 2.035 0.367 -1.884 0.2 -0.1 0.1
H 0.549 0.775 -4.370 0.2 -0.2 -0.2
H 6.416 -2.705 -0.773 0.0 0.0 0.0
```
Positions in Å, forces in eV/Å.

=====

ORCA calculation (ωB97M-V/def2-TZVPD) on a cluster of 3 separate species, C28H61IN4O3P in total in a non-equilibrium geometry.

Results
HOMO level, eV: -11.91
Charge: +1
E_LUMO, Ha: -0.147
Kohn-Sham gap, Eh: 0.29060
F_max, eV Å⁻¹: 1.978

```
98
Properties=species:S:1:pos:R:3:forces:R:3
I 3.558 -2.586 2.714 0.0 0.2 0.1
P -0.258 -2.381 0.641 -0.4 0.0 -0.3
O -1.168 -5.034 -2.283 0.3 0.0 0.1
O 6.886 -2.681 -0.413 0.1 -0.1 0.0
O 4.908 -2.112 0.100 0.1 0.1 0.1
N 5.807 -2.810 -0.792 0.1 0.2 0.1
N -1.350 -3.332 0.087 1.6 1.0 0.5
N -1.031 1.325 -1.735 -0.2 -0.3 -0.1
N 1.906 -3.454 -0.741 -0.1 0.1 -0.1
C -0.012 -5.661 -2.778 -0.2 0.2 -0.2
C 1.122 1.309 -0.560 -0.1 0.1 0.0
C 1.685 4.470 1.737 0.0 0.0 0.0
C -6.156 3.568 1.496 0.0 0.0 0.0
C 1.243 5.732 2.484 0.0 0.0 0.0
C -1.234 5.148 2.486 0.0 0.0 0.1
C -2.844 1.831 1.858 0.0 -0.1 0.1
C -7.317 3.066 0.644 0.0 0.0 0.0
C 1.499 -2.930 0.549 0.5 -0.1 0.7
C 3.574 -1.915 -0.342 0.2 0.2 0.0
C 3.521 -0.606 -1.163 -0.2 0.0 0.2
C -2.852 -5.231 -0.582 -1.1 -0.7 -0.3
C 3.621 0.703 -0.353 0.2 0.1 -0.1
C 0.789 -4.616 -3.539 -0.1 -0.1 -0.5
C 2.639 -1.939 0.912 -0.6 -0.2 -0.5
C 3.485 -3.454 -2.561 0.5 0.0 -0.2
C 2.580 1.737 -0.793 0.1 -0.1 0.0
C 3.036 3.457 3.656 0.0 0.0 0.0
C 3.002 -3.001 -1.235 -0.1 -0.2 0.1
C 0.349 0.845 -1.809 0.0 0.2 0.2
C 2.165 -5.142 -3.958 -0.1 -0.1 0.1
C -2.129 -5.927 -1.722 -0.4 -0.4 0.0
C -0.023 5.548 3.321 0.0 0.0 -0.1
C -4.899 3.887 0.689 0.0 0.0 0.0
C -3.925 1.512 0.831 0.2 -0.1 -0.1
C 3.212 -4.944 -2.868 0.3 -0.1 -0.2
C -4.294 2.697 -0.058 0.0 0.0 0.0
C 1.924 3.253 2.632 0.0 0.0 0.0
H -7.583 3.799 -0.121 0.0 0.0 0.0
H 0.151 4.792 4.092 0.0 0.0 0.0
H 1.492 -3.762 1.264 0.0 -0.1 -0.2
H 2.596 -0.605 -1.755 0.1 0.0 0.0
H 2.604 4.697 1.185 0.0 0.0 0.0
H -1.062 -4.227 -0.289 0.1 0.6 0.0
H 4.615 1.129 -0.511 0.0 -0.1 0.1
H 0.564 -6.101 -1.943 0.0 -0.1 -0.1
H -5.927 2.831 2.272 0.0 0.0 0.0
H 2.781 2.668 -0.260 0.0 0.0 0.0
H 0.215 -4.344 -4.429 0.0 0.0 0.1
H -4.147 4.320 1.356 0.0 0.0 0.0
H 0.553 2.156 -0.165 0.1 -0.1 0.0
H -0.279 -2.085 2.015 0.1 0.2 0.1
H 1.319 -4.118 -1.247 0.1 0.0 0.1
H -2.317 -5.317 0.366 -0.4 -0.1 -0.2
H 4.369 -0.663 -1.852 -0.2 0.0 -0.1
H 1.078 6.528 1.752 0.0 0.0 0.0
H 0.812 1.296 -2.691 -0.1 -0.1 0.0
H 4.555 -3.244 -2.641 -0.4 0.0 0.1
H -8.202 2.885 1.253 0.0 0.0 0.0
H -4.987 2.358 -0.833 0.0 0.0 0.0
H -0.268 -6.475 -3.472 0.1 0.0 0.2
H -3.159 2.601 2.563 0.0 0.0 0.0
H -6.466 4.473 2.024 0.0 0.0 0.0
H -1.459 5.895 1.721 0.0 0.0 0.0
H 4.156 -5.391 -3.189 -0.1 0.0 0.1
H 2.925 -5.492 -1.962 0.0 0.1 -0.1
H 3.980 3.701 3.163 0.0 0.0 0.0
H 2.090 -6.214 -4.173 0.0 0.1 0.0
H -3.848 -5.662 -0.455 0.1 -0.2 0.0
H 0.935 4.214 0.981 0.0 0.0 0.0
H -1.515 1.195 -2.617 0.1 0.0 0.0
H 0.997 2.982 3.145 0.0 0.0 0.0
H -2.979 -4.173 -0.820 -0.2 -0.5 0.0
H 2.801 4.268 4.346 0.0 0.0 0.0
H -0.263 -1.106 0.057 0.1 0.1 0.1
H 0.402 -0.253 -1.924 0.1 0.1 -0.1
H 3.005 -2.814 -3.316 -0.1 0.0 0.1
H 2.052 6.082 3.130 0.0 0.0 0.0
H 1.088 0.533 0.218 -0.1 0.2 0.0
H -2.590 0.944 2.442 0.0 0.0 0.0
H -5.134 4.669 -0.040 0.0 0.0 0.0
H 2.234 -0.941 1.067 0.1 -0.1 0.2
H 2.500 -4.678 -4.892 0.0 0.1 0.2
H -3.551 0.698 0.198 -0.1 0.0 -0.1
H -2.119 5.035 3.114 0.0 0.0 0.0
H -1.563 0.782 -1.058 0.0 0.2 0.1
H -7.073 2.129 0.138 0.0 0.0 0.0
H 2.178 2.398 1.997 0.0 0.0 0.0
H -1.065 4.192 1.989 -0.1 0.0 -0.1
H -4.811 1.115 1.331 0.0 0.0 0.0
H 2.731 1.948 -1.859 0.0 0.1 0.1
H -3.396 3.037 -0.584 0.0 0.0 0.0
H 3.193 2.557 4.253 0.0 0.0 0.0
H 0.859 -3.687 -2.953 -0.1 -0.1 -0.3
H 3.548 0.523 0.725 0.0 0.0 -0.1
H -0.234 6.478 3.853 0.0 0.0 0.0
H -1.935 2.184 1.363 0.0 0.0 0.0
H -1.630 -6.842 -1.374 0.0 0.1 0.0
H -2.837 -6.232 -2.503 0.1 0.1 0.0
```
Positions in Å, forces in eV/Å.

=====

ORCA calculation (ωB97M-V/def2-TZVPD) on a cluster of 2 separate species, C28H61N4O4Si in total in a non-equilibrium geometry.

Results
HOMO level, eV: -11.41
Charge: +1
E_LUMO, Ha: -0.145
Kohn-Sham gap, Eh: 0.27443
F_max, eV Å⁻¹: 3.971

```
98
Properties=species:S:1:pos:R:3:forces:R:3
Si -2.895 -0.624 -2.111 -0.2 0.1 -2.4
O -5.403 -0.121 0.268 1.5 2.1 0.1
O -2.336 -5.105 -4.455 0.0 -0.2 -0.8
O -3.337 -6.539 -5.945 1.3 1.4 0.5
O -1.628 -5.122 -6.535 -0.7 -0.3 1.0
N -1.025 -1.799 2.836 -1.3 1.9 -3.2
N -1.135 -1.899 4.224 -1.8 -0.4 0.9
N -1.695 -0.945 0.542 -0.4 0.8 3.8
N -3.053 -0.347 2.786 1.1 -2.3 -3.0
C -1.599 -1.867 -2.883 0.8 -0.5 0.0
C -7.389 1.573 4.169 -0.3 0.5 0.2
C -0.047 2.181 1.480 0.1 0.6 -1.1
C 6.945 3.342 0.469 0.0 -1.3 -0.9
C 3.821 3.540 2.023 -0.1 -0.9 -0.3
C 8.868 -0.215 0.781 -0.9 0.1 1.2
C -2.530 1.179 -2.751 0.7 1.5 -0.2
C -3.650 0.773 1.968 0.5 1.3 -1.1
C 10.056 -2.292 1.906 0.1 0.4 0.6
C -7.447 0.629 1.568 0.1 -0.2 0.0
C -6.361 1.003 0.352 -1.5 0.6 1.4
C 8.799 -1.240 2.095 -0.4 -0.5 -1.1
C -7.755 1.887 2.573 -0.8 0.2 0.8
C -1.704 -5.632 -7.865 0.0 -0.2 -0.6
C 2.165 3.677 2.210 1.5 -0.4 -0.8
C -2.517 -5.677 -5.673 -0.4 -0.5 -0.4
C -4.685 -1.055 -2.794 0.4 0.3 0.6
C 1.499 2.666 1.104 -0.6 0.0 0.0
C 5.446 3.076 -0.167 -0.1 0.7 0.8
C -0.522 -0.136 0.117 3.0 0.9 0.3
C 4.363 4.107 0.583 0.1 0.2 -1.0
C -1.884 -1.028 2.043 -0.3 -0.4 -0.2
C -2.970 -0.786 -0.199 -2.7 -0.5 1.8
C 7.974 2.173 -0.111 -0.5 0.2 1.8
C -3.210 -5.595 -3.441 -0.3 -0.2 0.3
C -3.998 0.386 0.413 -0.5 0.2 -0.2
C -0.686 1.493 0.093 1.2 0.5 -0.1
C 7.532 0.774 0.685 1.2 -0.1 -0.9
H -1.693 -2.880 -2.305 0.3 1.7 -1.2
H -4.603 1.169 2.519 1.9 -0.9 -1.0
H 0.033 1.881 -0.779 -1.7 -0.9 1.8
H 4.019 2.363 2.008 -0.2 2.5 0.3
H -1.748 1.896 -0.173 1.9 -1.0 0.6
H 10.909 -1.688 1.351 -1.7 -1.5 1.0
H -6.929 -0.212 2.212 -1.0 1.6 -1.4
H 7.920 2.052 -1.276 0.0 0.3 2.3
H -2.977 -5.069 -2.511 0.2 0.1 -0.3
H -2.847 1.641 1.927 -1.7 -1.8 0.2
H -4.254 -5.390 -3.699 0.2 -0.2 0.0
H -1.363 1.425 -2.696 -2.5 -0.5 -0.3
H 8.963 -0.852 -0.204 0.1 1.3 2.0
H 9.075 2.463 0.212 -2.2 -0.7 -0.8
H -0.224 -2.338 2.384 -1.6 1.1 0.8
H 10.509 -2.638 2.945 -1.1 0.6 -2.2
H 9.801 0.476 0.977 -1.7 -1.5 -0.7
H -6.943 0.490 4.329 -0.8 2.3 -0.4
H 6.684 0.279 0.025 1.6 0.8 1.7
H 7.163 0.994 1.797 0.7 -0.3 -2.5
H 7.378 4.399 0.197 -1.2 -1.9 0.6
H 1.492 3.260 0.071 -0.2 -1.4 2.2
H 2.122 1.676 0.919 -1.0 2.1 0.5
H 5.059 1.975 0.026 1.0 2.2 -0.3
H 6.858 3.175 1.627 0.4 0.6 -2.2
H -3.832 -1.064 2.899 1.4 0.8 0.2
H -3.585 -1.795 -0.005 1.2 2.1 -0.5
H -6.943 1.212 -0.646 1.4 -0.7 1.7
H -0.949 -5.119 -8.467 -0.1 0.0 0.4
H 0.008 -0.477 -0.898 -1.8 0.3 2.2
H -7.164 2.854 2.276 -1.1 -1.9 0.3
H -1.784 -2.072 -4.023 0.2 0.4 2.2
H 4.888 5.172 0.680 -1.2 -2.3 0.0
H -6.643 2.419 4.544 -1.5 -2.0 -0.6
H -1.280 -0.975 4.687 0.3 -0.7 -0.9
H -8.360 1.653 4.857 2.2 -0.2 -1.6
H -0.072 1.418 2.390 0.1 1.6 -1.8
H -2.906 1.335 -3.872 0.9 -0.5 2.4
H 1.865 3.391 3.314 0.5 0.7 -2.3
H -3.052 -6.666 -3.279 -0.2 0.2 -0.1
H 0.328 -0.338 0.936 -1.8 0.4 -1.8
H -5.355 -0.121 -2.534 1.0 -2.1 -0.6
H -2.688 -5.429 -8.300 0.1 -0.2 0.2
H -3.951 1.364 -0.232 0.2 -1.8 1.3
H -5.007 -2.018 -2.208 0.1 1.8 -1.5
H -3.054 2.018 -2.110 0.9 -1.6 -1.3
H -8.911 2.182 2.572 2.6 -0.7 -0.3
H 8.815 -0.663 3.120 0.2 -1.0 -2.1
H -8.458 0.175 1.128 2.3 1.1 0.9
H -0.654 3.149 1.742 1.0 -1.9 -0.3
H -0.483 -1.483 -2.787 -2.3 -0.8 -0.2
H 3.463 4.265 -0.162 1.6 -0.3 1.6
H 1.915 4.787 1.919 0.1 -2.2 0.9
H -1.486 -6.705 -7.880 -0.2 0.2 0.0
H -4.580 -1.202 -3.953 -0.4 0.1 2.3
H -2.027 -2.442 4.425 1.6 0.7 -0.2
H 5.487 3.229 -1.327 -0.2 -0.1 2.2
H 7.758 -1.819 2.072 2.2 1.2 0.0
H -5.854 2.018 0.676 -0.7 -2.1 -0.7
H 9.721 -3.250 1.298 0.8 2.1 1.2
H 4.423 4.019 2.905 -1.3 -0.9 -1.6
```
Positions in Å, forces in eV/Å.

=====

ORCA calculation (ωB97M-V/def2-TZVPD) on a cluster of 5 separate species, C28H62B3F9O3S2 in total.

Results
HOMO level, eV: -10.20
E_LUMO, Ha: 0.009
Kohn-Sham gap, Eh: 0.38404
F_max, eV Å⁻¹: 0.429

```
107
Properties=species:S:1:pos:R:3:forces:R:3
S 1.201 0.675 -3.396 0.0 0.2 -0.1
S 6.262 -1.489 -0.558 -0.3 0.0 0.0
F 4.719 -1.130 -0.322 0.1 0.0 -0.1
F 4.458 -5.026 -1.463 0.0 -0.3 0.0
F 6.445 -1.603 1.012 0.0 0.0 0.1
F 6.218 -3.958 0.412 0.1 -0.1 -0.1
F 3.937 -3.019 -2.067 0.0 0.2 -0.2
F 6.062 -1.321 -2.120 0.0 0.0 0.0
F 6.600 0.042 -0.462 0.0 0.1 0.0
F 7.797 -1.791 -0.760 0.2 -0.1 0.0
F 6.655 -3.802 -1.710 -0.1 0.0 0.0
O 0.703 -1.344 0.562 0.3 0.0 0.1
O 1.980 -1.149 -1.422 -0.3 -0.2 -0.2
O 0.521 0.618 -0.755 0.1 -0.1 0.1
C -2.741 -5.276 3.962 0.0 0.0 0.0
C 0.994 6.637 -0.705 0.0 0.0 0.0
C -1.167 -0.323 5.524 0.1 -0.1 0.0
C -2.081 -3.242 0.874 0.0 0.0 -0.1
C -2.795 -4.668 5.360 0.0 0.0 0.0
C 0.937 4.078 -0.996 0.0 0.0 0.0
C -1.657 -0.167 -5.627 0.0 0.0 -0.1
C -2.050 1.961 -6.982 0.0 0.0 0.0
C -1.069 0.856 -6.592 0.0 0.0 0.0
C 1.993 -3.423 -0.166 0.0 -0.1 0.0
C -0.527 2.118 6.023 0.0 0.0 0.0
C 4.384 -3.742 -1.024 0.2 0.2 0.1
C 3.470 -3.679 0.183 0.0 -0.1 0.2
C -0.915 -3.686 3.106 0.0 0.0 0.0
C -3.381 -0.188 6.788 0.0 0.0 0.0
C 1.739 5.374 -1.137 0.0 0.0 0.0
C 0.418 3.793 0.411 0.0 0.0 0.0
C -0.386 0.646 6.413 0.0 0.0 0.0
C -2.669 -0.065 5.445 0.0 0.0 0.0
C -3.316 1.474 -7.692 0.0 0.0 0.0
C -1.376 -5.132 3.289 0.0 0.0 0.0
C 1.525 3.634 1.448 0.0 0.0 0.0
C -2.319 1.444 -10.043 0.0 0.0 0.0
C -0.033 2.424 4.612 0.0 0.0 0.1
C 5.870 -3.352 -0.732 -0.1 0.0 0.1
C -3.065 0.666 -8.964 0.0 0.0 0.0
C -1.873 -2.800 2.317 0.0 0.1 0.0
C -0.273 6.902 -1.511 0.0 0.0 0.0
B 0.402 -0.005 0.466 0.0 0.1 -0.1
B 1.258 -0.020 -1.739 0.0 0.1 0.2
B 1.560 -1.925 -0.360 0.0 0.1 0.0
H 2.041 5.482 -2.184 0.0 0.0 0.0
H 0.034 2.723 6.740 0.0 0.0 0.0
H -2.039 -5.116 6.009 0.0 0.0 0.0
H -0.694 0.521 7.454 0.0 0.0 0.0
H -0.914 -0.910 -5.336 0.0 0.0 0.0
H -2.510 -0.245 -8.723 0.0 0.0 0.0
H 0.083 0.618 1.426 -0.2 -0.1 0.0
H -0.109 3.490 4.391 0.0 0.0 0.0
H 3.846 -2.949 0.900 -0.1 0.0 0.0
H -1.571 2.429 6.119 0.0 0.0 0.0
H -1.468 -1.784 2.311 0.0 0.0 0.0
H -2.719 -2.536 0.340 0.0 0.0 0.0
H 0.673 0.371 6.378 0.0 0.0 0.0
H -0.707 0.345 -7.489 0.0 0.0 0.0
H -2.013 0.318 -4.715 0.0 0.0 0.0
H -0.192 1.321 -6.134 0.0 0.0 0.0
H -3.930 2.345 -7.941 0.0 0.0 0.0
H -2.497 -0.702 -6.076 0.0 0.0 0.0
H -3.914 0.873 -7.002 0.0 0.0 0.0
H -2.346 2.504 -6.079 0.0 0.0 0.0
H 1.967 -0.256 -3.977 0.1 -0.1 0.1
H -1.533 2.688 -7.614 0.0 0.0 0.0
H -2.993 -6.338 4.019 0.0 0.0 0.0
H -2.838 -2.737 2.828 0.0 0.0 0.0
H -1.400 -5.640 2.320 0.0 0.0 0.0
H -1.005 6.102 -1.386 0.0 0.0 0.0
H 2.107 4.550 1.565 0.0 0.0 0.0
H 3.569 -4.656 0.661 0.0 0.1 0.0
H 1.569 3.243 -1.314 0.0 0.0 0.0
H -0.749 7.833 -1.204 0.0 0.0 0.0
H 2.216 2.838 1.156 0.0 0.0 0.0
H 0.092 4.091 -1.691 0.0 0.0 0.0
H 1.014 2.132 4.494 0.0 0.0 0.0
H -0.628 -5.661 3.888 0.0 0.0 0.0
H 1.393 -3.830 0.651 0.0 0.0 -0.1
H -2.859 0.925 5.019 0.0 0.0 0.0
H -2.201 0.848 -10.949 0.0 0.0 0.0
H -4.028 0.335 -9.361 0.0 0.0 0.0
H -3.217 -1.177 7.224 0.0 0.0 0.0
H -2.861 2.354 -10.310 0.0 0.0 0.0
H 0.059 -3.684 2.605 0.0 0.0 0.0
H -2.618 -3.591 5.339 0.0 0.0 0.0
H 1.732 -3.991 -1.067 0.0 0.0 0.1
H -0.750 -0.304 4.512 0.0 0.0 0.0
H -4.456 -0.046 6.679 0.0 0.0 0.0
H -1.122 -3.277 0.354 0.0 0.0 0.0
H -1.322 1.738 -9.711 0.0 0.0 0.0
H -3.770 -4.829 5.823 0.0 0.0 0.0
H 1.670 7.490 -0.806 0.0 0.0 0.0
H -0.613 1.892 3.856 0.0 0.0 0.0
H 2.666 5.295 -0.564 0.0 0.0 0.0
H -0.269 4.584 0.728 0.0 0.0 0.0
H -3.023 0.554 7.504 0.0 0.0 0.0
H -3.103 -0.782 4.742 0.0 0.0 0.0
H -0.046 6.978 -2.577 0.0 0.0 0.0
H 1.116 3.377 2.427 0.0 0.0 -0.1
H -1.004 -1.341 5.894 0.0 0.0 0.0
H -0.745 -3.232 4.087 0.0 0.0 0.0
H -0.172 2.876 0.378 0.0 0.0 0.0
H -3.513 -4.817 3.338 0.0 0.0 0.0
H 0.743 6.575 0.358 0.0 0.0 0.0
H -2.545 -4.226 0.786 0.0 0.0 0.1
```
Positions in Å, forces in eV/Å.